{
  "formula": "C30H33BF3N5O6S5SeW",
  "method": "ωB97M-V/def2-TZVPD",
  "species": ["C", "H", "C", "O", "H", "C", "H", "H", "O", "H", "H", "N", "W", "N", "H", "Se", "C", "H", "H", "H", "N", "C", "C", "H", "C", "H", "S", "O", "C", "H", "H", "O", "F", "N", "C", "C", "C", "C", "C", "S", "F", "O", "N", "C", "S", "H", "H", "C", "H", "C", "F", "C", "H", "C", "C", "C", "C", "H", "S", "C", "H", "H", "H", "H", "C", "O", "C", "H", "H", "H", "H", "S", "H", "C", "C", "C", "B", "H", "H", "C", "H", "C", "C", "H", "H"],
  "coordinates": [[6.05727, -2.58048, -0.63515], [1.11134, -3.43957, 4.45404], [1.93560, -1.56093, 3.76123], [-1.65081, -2.53781, 0.34864], [3.94305, -1.35360, 2.90846], [5.57219, -0.22379, -0.80161], [-1.61014, 0.49997, -3.40519], [5.84918, 0.76543, -1.13951], [-1.62390, -1.00301, -1.56944], [4.26552, 1.87421, 2.57466], [-2.68110, -3.14674, 2.79702], [0.65139, -1.91880, -1.03781], [-0.40932, -0.37421, 0.11892], [-0.85287, 2.43745, -3.39647], [2.35950, -1.38528, 4.75221], [-2.72127, -1.56387, -0.42414], [1.39579, 2.67401, 1.03431], [0.57797, -2.98778, 2.85014], [-6.66684, -1.64621, 3.15531], [1.30389, -5.02517, -2.05495], [1.28010, 3.75126, 0.24981], [3.37019, 3.67729, 0.96221], [-3.74871, -0.01735, 3.64270], [3.37130, -3.02507, 3.03234], [2.79044, -1.02080, -3.97424], [6.71371, -3.41669, -0.83000], [-1.17646, -0.68434, 3.43488], [-0.52829, -1.02655, 2.05451], [6.41582, -1.30001, -1.03883], [0.03775, -3.75171, -0.31752], [2.75804, 2.02227, 3.50336], [-2.44786, -0.20580, 0.57056], [3.62888, -0.15003, -3.38080], [2.66760, 2.63452, 1.50216], [3.06507, -1.99339, 2.84049], [-5.59995, -1.48223, 3.21966], [0.63042, -3.25907, -1.07087], [3.18534, 1.75622, 2.53726], [2.05655, -3.22817, -2.98524], [0.17523, 1.58541, 1.64060], [3.50432, -1.78647, -4.80029], [1.66440, -0.72563, 0.97972], [-0.20141, 3.77859, -1.80571], [-5.11707, -0.23131, 3.57077], [1.04810, 0.47783, -1.66676], [4.55256, -3.78688, 0.31122], [-3.35352, 0.95839, 3.89445], [-0.22469, 3.49023, -3.99173], [-0.32378, -1.59357, 5.42236], [0.80470, -2.58882, 3.84154], [1.92546, -0.29876, -4.71040], [-0.83068, 2.62617, -2.05789], [2.64060, 5.26582, -0.38526], [4.84808, -2.78930, 0.00893], [4.36326, -0.41226, -0.14771], [-0.48051, -2.04016, 4.43864], [-1.47185, 1.32197, -4.10105], [-1.24335, -2.80919, 4.52713], [-1.66161, 1.66885, -0.88856], [2.05941, -1.84762, -2.94436], [2.60730, -3.74218, -3.76144], [3.68168, 0.41186, 0.01947], [-0.12657, 3.56756, -5.05983], [0.25067, 5.56851, -0.54402], [1.32814, -1.20648, -1.95056], [-4.18989, -1.97867, -0.79529], [-4.72706, -2.53400, 2.94721], [-2.43804, 1.62649, -4.50040], [0.68670, 5.27188, -3.04438], [1.54865, -0.60203, 3.40504], [2.92688, 0.73401, 2.29611], [2.50409, -2.01445, 1.10189], [-0.81650, 1.01480, -4.91457], [2.50206, 4.36359, 0.18134], [-2.88966, -1.07655, 3.37791], [1.33514, -3.94656, -2.03505], [-0.00362, 4.40822, -0.38800], [7.35425, -1.14343, -1.55237], [4.39903, 3.86392, 1.21147], [4.02678, -1.69469, 0.25580], [-5.80089, 0.57873, 3.78083], [0.18035, 4.32520, -2.99337], [-3.36169, -2.34016, 3.03047], [-0.94754, 4.17462, 0.30375], [-5.11738, -3.50326, 2.67063]],
  "atomic_forces_ev_per_a": [[0.01, 0.03, -0.01], [0.00, 0.01, 0.02], [-0.10, 0.03, 0.05], [0.13, -0.17, 0.07], [-0.03, 0.07, -0.02], [-0.04, 0.01, -0.01], [0.01, 0.02, -0.01], [0.01, 0.01, 0.00], [-0.05, 0.02, -0.26], [-0.01, -0.01, -0.01], [0.04, -0.03, 0.00], [-0.19, 0.31, -0.24], [0.06, -0.25, 0.42], [0.01, 0.04, 0.01], [0.00, -0.02, 0.01], [-0.07, -0.10, -0.04], [-0.07, 0.10, 0.11], [0.01, -0.02, 0.03], [-0.01, 0.00, 0.00], [0.00, -0.02, 0.01], [0.02, -0.08, -0.06], [-0.01, 0.08, 0.05], [0.05, 0.01, 0.00], [0.06, 0.02, -0.02], [0.06, 0.01, 0.00], [0.01, -0.01, -0.01], [-0.07, 0.16, -0.03], [-0.08, -0.07, 0.01], [0.00, -0.03, 0.00], [-0.02, -0.02, -0.02], [0.02, 0.01, -0.01], [0.06, 0.17, 0.10], [-0.08, -0.08, -0.09], [0.00, -0.11, -0.15], [-0.02, 0.00, -0.08], [0.02, 0.02, 0.00], [0.07, -0.08, 0.02], [0.02, -0.03, 0.08], [-0.06, -0.03, 0.08], [0.12, -0.05, -0.11], [-0.09, 0.11, 0.08], [0.30, 0.16, -0.24], [0.00, 0.04, -0.04], [-0.03, -0.03, 0.00], [0.05, 0.07, 0.15], [-0.01, -0.02, 0.00], [0.00, 0.02, 0.00], [0.00, -0.03, -0.01], [-0.02, 0.01, -0.01], [0.08, -0.01, -0.06], [0.09, -0.07, 0.07], [-0.04, -0.07, 0.02], [0.01, 0.01, -0.02], [-0.02, 0.03, 0.00], [0.01, 0.03, 0.02], [0.00, -0.03, 0.02], [-0.01, -0.08, -0.06], [-0.01, -0.01, -0.01], [-0.10, 0.06, -0.10], [0.08, 0.21, -0.18], [0.01, 0.00, -0.01], [-0.01, -0.01, 0.00], [0.00, 0.00, -0.02], [-0.02, 0.00, 0.01], [0.12, -0.27, 0.15], [-0.16, -0.02, -0.04], [0.02, 0.01, 0.01], [0.02, 0.01, 0.00], [0.01, 0.02, 0.00], [0.05, -0.01, 0.04], [0.00, -0.06, 0.00], [-0.22, -0.12, 0.25], [-0.03, 0.01, 0.04], [0.00, 0.03, 0.02], [0.04, -0.01, -0.01], [-0.01, 0.10, 0.02], [0.00, 0.04, 0.05], [0.02, 0.00, 0.00], [0.03, -0.01, 0.00], [-0.01, -0.06, -0.03], [0.00, 0.01, 0.00], [0.01, 0.02, 0.02], [-0.04, 0.00, 0.00], [0.01, 0.02, 0.00], [-0.01, -0.01, -0.01]],
  "lowdin_charge": [-0.04, 0.14, -0.23, -0.44, 0.10, -0.05, 0.05, 0.12, -0.57, 0.11, 0.12, -0.16, 1.44, -0.11, 0.14, 0.91, -0.60, 0.10, 0.12, 0.13, 0.02, -0.01, -0.07, 0.11, -0.59, 0.12, 1.10, -0.76, -0.04, 0.12, 0.11, -0.63, 0.14, -0.10, -0.27, -0.03, -0.10, -0.01, 0.06, 0.75, 0.17, -0.72, 0.01, -0.04, 0.83, 0.12, 0.12, 0.00, 0.11, -0.22, 0.15, -0.69, 0.13, -0.07, -0.08, -0.25, 0.01, 0.10, 0.83, -0.08, 0.14, 0.09, 0.14, 0.09, -0.59, -0.30, -0.04, 0.11, 0.14, 0.07, 0.04, 1.08, 0.10, -0.02, -0.42, 0.01, -0.39, 0.12, 0.14, -0.39, 0.12, -0.01, -0.08, 0.07, 0.12],
  "spin_multiplicity": 1,
  "homo_lumo_gap_ev": 6.58,
  "charge": 2,
  "mol_weight_g_mol": 1050.56,
  "relative_energy_ev": 2.1282
}